Entry 1:
Here is an isolated ion of composition C4H8IN2O2 and charge +1 in a non-equilibrium geometry from the Open Molecules 2025 dataset. Energies are from ωB97M-V with the def2-TZVPD basis set.

```
! RIJCOSX wB97M-V def2-TZVPD def2/J DEFGRID3
* xyz 1 1
O 1.468 2.357 0.644
C 0.753 1.417 0.349
N -0.524 1.690 -0.153
C -1.303 0.611 -0.779
N -1.226 -0.561 0.071
C 0.161 -1.069 0.007
O 0.136 -2.227 0.766
C 1.217 -0.023 0.610
I 3.192 -0.336 -0.201
H -0.483 2.582 -0.624
H -2.381 0.894 -1.053
H -0.851 0.269 -1.624
H -1.391 -0.678 1.063
H -1.768 -1.248 -0.475
H 0.501 -1.136 -0.962
H 1.047 -2.520 0.638
H 1.451 -0.022 1.722
*
```

Output
**E_HOMO**: -13.57 eV
**ΔE to the lowest compared entry with this formula, charge and spin**: 0.110 eV
**E_LUMO**: -3.9155 eV
**Kohn-Sham gap**: 0.355 Eh
**DFT total energy**: -19445.4478 eV
**Structure (SMILES)**: O=C1NC[NH2+][C@H](O)[C@H]1I

The net atomic charges from Löwdin, expressed in e, are:
1 O 0.073
2 C -0.531
3 N 0.115
4 C -0.097
5 N 0.136
6 C -0.413
7 O 0.049
8 C -0.550
9 I 1.006
10 H 0.159
11 H 0.190
12 H 0.107
13 H 0.209
14 H 0.211
15 H 0.104
16 H 0.110
17 H 0.123

=====

Entry 2:
Here is a 2-piece molecular cluster, C4H8INO4 overall in a non-equilibrium geometry from the Open Molecules 2025 dataset. Energies are from ωB97M-V with the def2-TZVPD basis set.

```
! RIJCOSX wB97M-V def2-TZVPD def2/J DEFGRID3
* xyz 0 3
C 1.375 0.850 -0.804
C -1.183 -1.576 0.054
C 0.651 0.153 0.324
C -0.712 -0.304 -0.022
N -1.598 0.690 -0.415
O -2.520 0.503 -1.127
O -1.272 1.799 -0.086
O -0.492 -2.650 0.247
O 0.645 0.997 1.469
I -5.806 -0.007 -0.432
H 1.108 0.341 -1.746
H 0.768 1.874 -0.854
H 2.354 1.216 -0.667
H -5.690 1.509 -0.908
H -2.265 -1.808 -0.289
H 1.327 -0.641 0.687
H 0.465 -2.570 0.253
H 0.551 1.856 1.254
*
```

Output
**E_HOMO (alpha / beta)**: -6.76 / -9.47 eV
**E_LUMO (alpha / beta)**: 0.3562 / -3.5250 eV
**⟨S²⟩**: 2.02
**Kohn-Sham gap (alpha / beta)**: 0.261 / 0.218 Eh
**DFT total energy**: -22049.9107 eV

The net atomic charges from Löwdin, expressed in e, are:
1 C -0.020
2 C -0.118
3 C -0.373
4 C -0.106
5 N -0.482
6 O 0.046
7 O 0.133
8 O 0.089
9 O 0.014
10 I 0.411
11 H 0.100
12 H 0.122
13 H 0.067
14 H -0.341
15 H 0.169
16 H 0.149
17 H 0.120
18 H 0.020

=====

Entry 3:
Here is an isolated molecule of C4H8IO2P in a non-equilibrium geometry from the Open Molecules 2025 dataset. Energies are from ωB97M-V with the def2-TZVPD basis set.

```
! RIJCOSX wB97M-V def2-TZVPD def2/J DEFGRID3
* xyz 0 1
C -1.279 2.224 -0.672
C 0.100 2.045 -0.076
P 1.026 0.435 -0.925
I 3.128 0.640 0.277
O 0.214 -0.639 0.092
C 0.562 -1.926 -0.095
C -0.149 -2.854 0.840
O 1.383 -2.224 -0.917
H -1.220 2.425 -1.740
H -1.888 1.336 -0.518
H -1.781 3.066 -0.195
H 0.065 1.834 0.990
H 0.748 2.897 -0.276
H 0.559 -3.167 1.605
H -0.476 -3.741 0.302
H -0.991 -2.353 1.307
*
```

Output
**E_HOMO**: -8.98 eV
**ΔE to the lowest compared entry with this formula, charge and spin**: 0.000 eV
**E_LUMO**: 0.2439 eV
**Kohn-Sham gap**: 0.339 Eh
**DFT total energy**: -25763.3092 eV
**Structure (SMILES)**: CCP(I)OC(C)=O

The net atomic charges from Löwdin, expressed in e, are:
1 C -0.191
2 C -0.430
3 P 0.605
4 I 0.414
5 O -0.364
6 C -0.662
7 C 0.023
8 O 0.034
9 H 0.064
10 H 0.062
11 H 0.069
12 H 0.054
13 H 0.048
14 H 0.096
15 H 0.092
16 H 0.084

=====

Entry 4:
Here is C4H8InO3 as an isolated structure in a non-equilibrium geometry from the Open Molecules 2025 dataset. Energies are from ωB97M-V with the def2-TZVPD basis set.

```
! RIJCOSX wB97M-V def2-TZVPD def2/J DEFGRID3
* xyz 2 2
O 1.237 -0.551 -0.717
O 1.906 -2.599 -1.334
C 1.924 -1.734 -0.514
O -0.301 -2.225 0.677
C -0.592 -3.585 0.778
C 1.990 0.706 -0.806
C 0.995 1.836 -0.750
H -0.986 -4.045 -0.143
H 0.356 -4.113 0.983
H -1.272 -3.785 1.622
H 2.699 0.733 0.029
H 2.520 0.654 -1.764
H 0.435 1.839 0.198
H 1.544 2.784 -0.814
H 0.288 1.799 -1.590
In -0.660 -0.722 -0.188
*
```

Output
**E_HOMO (alpha / beta)**: -19.10 / -20.31 eV
**ΔE to the lowest compared entry with this formula, charge and spin**: 0.460 eV
**E_LUMO (alpha / beta)**: -13.3417 / -13.2933 eV
**⟨S²⟩**: 0.81
**Kohn-Sham gap (alpha / beta)**: 0.212 / 0.258 Eh
**DFT total energy**: -15568.3442 eV

The net atomic charges from Löwdin, expressed in e, are:
1 O -0.206
2 O 0.277
3 C -0.053
4 O -0.320
5 C -0.079
6 C -0.126
7 C -0.036
8 H 0.121
9 H 0.139
10 H 0.125
11 H 0.163
12 H 0.165
13 H 0.091
14 H 0.138
15 H 0.103
16 In 1.497

=====

Entry 5:
Here is C4H8MgO4 as an isolated structure in a non-equilibrium geometry from the Open Molecules 2025 dataset. Energies are from ωB97M-V with the def2-TZVPD basis set.

```
! RIJCOSX wB97M-V def2-TZVPD def2/J DEFGRID3
* xyz -2 1
Mg -0.102 -0.044 -0.089
O -0.215 -0.411 -2.046
C 0.819 0.359 -2.534
C 1.116 1.643 -1.757
O 1.135 1.510 -0.405
H 0.735 0.544 -3.635
H 1.776 -0.246 -2.497
H 0.326 2.400 -2.046
H 2.032 2.112 -2.210
O -1.625 0.381 1.154
C -1.336 -0.333 2.294
C -0.576 -1.648 2.042
O 0.371 -1.574 1.044
H -2.273 -0.591 2.852
H -0.732 0.287 3.006
H -1.344 -2.433 1.816
H -0.106 -1.957 3.009
*
```

Output
**E_HOMO**: -0.07 eV
**ΔE to the lowest compared entry with this formula, charge and spin**: 0.000 eV
**E_LUMO**: 6.3928 eV
**Kohn-Sham gap**: 0.237 Eh
**DFT total energy**: -17913.1049 eV

The net atomic charges from Löwdin, expressed in e, are:
1 Mg 0.655
2 O -0.348
3 C -0.474
4 C -0.496
5 O -0.331
6 H 0.075
7 H 0.085
8 H 0.083
9 H 0.074
10 O -0.350
11 C -0.468
12 C -0.460
13 O -0.347
14 H 0.073
15 H 0.080
16 H 0.077
17 H 0.074

=====

Entry 6:
Here is an isolated molecule of C4H8N from the Open Molecules 2025 dataset. Energies are from ωB97M-V with the def2-TZVPD basis set.

```
! RIJCOSX wB97M-V def2-TZVPD def2/J DEFGRID3
* xyz 0 2
C 0.277 -2.169 -0.557
C -0.439 -0.931 -0.238
C -0.768 -0.078 0.710
N -0.242 1.201 0.914
C 0.442 1.865 -0.188
H 1.193 -1.931 -1.099
H 0.516 -2.727 0.343
H -0.298 -2.823 -1.210
H -0.047 2.804 -0.445
H -1.593 -0.255 1.406
H -0.921 1.789 1.372
H 1.481 2.048 0.052
H 0.400 1.207 -1.060
*
```

Output
**E_HOMO (alpha / beta)**: -7.22 / -7.77 eV
**ΔE to the lowest compared entry with this formula, charge and spin**: 1.350 eV
**E_LUMO (alpha / beta)**: 1.1005 / 0.7186 eV
**⟨S²⟩**: 0.76
**Kohn-Sham gap (alpha / beta)**: 0.306 / 0.312 Eh
**DFT total energy**: -5764.3933 eV

The net atomic charges from Löwdin, expressed in e, are:
1 C -0.139
2 C -0.049
3 C -0.227
4 N -0.098
5 C -0.107
6 H 0.069
7 H 0.068
8 H 0.061
9 H 0.077
10 H 0.106
11 H 0.101
12 H 0.069
13 H 0.068

=====

Entry 7:
Here is an isolated ion of composition C4H8N and charge +1 in a non-equilibrium geometry from the Open Molecules 2025 dataset. Energies are from ωB97M-V with the def2-TZVPD basis set.

```
! RIJCOSX wB97M-V def2-TZVPD def2/J DEFGRID3
* xyz 1 1
C 2.304 -0.148 -0.173
C 0.847 0.044 -0.220
C -0.056 0.450 0.617
N -1.523 0.536 0.625
C -1.977 -0.176 -0.612
H 2.587 0.698 0.472
H 2.689 0.014 -1.183
H 2.683 -1.097 0.228
H -1.455 0.315 -1.435
H 0.293 0.874 1.567
H -1.708 -0.120 1.392
H -3.061 -0.187 -0.783
H -1.625 -1.204 -0.495
*
```

Output
**E_HOMO**: -14.91 eV
**ΔE to the lowest compared entry with this formula, charge and spin**: 3.829 eV
**E_LUMO**: -8.0389 eV
**Kohn-Sham gap**: 0.252 Eh
**DFT total energy**: -5756.0347 eV

The net atomic charges from Löwdin, expressed in e, are:
1 C -0.001
2 C 0.216
3 C -0.087
4 N -0.026
5 C -0.077
6 H 0.145
7 H 0.113
8 H 0.115
9 H 0.091
10 H 0.187
11 H 0.132
12 H 0.102
13 H 0.090

=====

Entry 8:
Here is a 2-piece molecular cluster, C4H8N2 overall in a non-equilibrium geometry from the Open Molecules 2025 dataset. Energies are from ωB97M-V with the def2-TZVPD basis set.

```
! RIJCOSX wB97M-V def2-TZVPD def2/J DEFGRID3
* xyz 0 1
C -1.319 0.732 -1.137
C -0.719 -0.565 -0.610
N 0.551 -0.312 0.055
C 1.575 -0.961 -0.304
C 0.845 1.210 3.738
N 0.743 0.921 2.606
H -0.690 1.165 -1.922
H -1.414 1.467 -0.331
H -2.313 0.546 -1.555
H -1.387 -0.998 0.144
H -0.602 -1.302 -1.419
H 0.652 0.592 1.634
H 2.522 -0.785 0.207
H 1.556 -1.710 -1.106
*
```

Output
**E_HOMO**: -10.59 eV
**ΔE to the lowest compared entry with this formula, charge and spin**: 1.715 eV
**E_LUMO**: 0.7553 eV
**Kohn-Sham gap**: 0.417 Eh
**DFT total energy**: -7256.1606 eV

The net atomic charges from Löwdin, expressed in e, are:
1 C -0.097
2 C -0.291
3 N -0.085
4 C -0.016
5 C -0.124
6 N 0.016
7 H 0.074
8 H 0.073
9 H 0.073
10 H 0.117
11 H 0.105
12 H -0.004
13 H 0.078
14 H 0.082

=====

What is the formula in the sixth record?
C4H8N

=====

Which of these has the lowest DFT total energy?
C4H8IO2P

=====

Which of these has the lowest DFT total energy?
C4H8IO2P

=====

What did the sixth record say?
Here is an isolated molecule of C4H8N from the Open Molecules 2025 dataset. Energies are from ωB97M-V with the def2-TZVPD basis set.

```
! RIJCOSX wB97M-V def2-TZVPD def2/J DEFGRID3
* xyz 0 2
C 0.277 -2.169 -0.557
C -0.439 -0.931 -0.238
C -0.768 -0.078 0.710
N -0.242 1.201 0.914
C 0.442 1.865 -0.188
H 1.193 -1.931 -1.099
H 0.516 -2.727 0.343
H -0.298 -2.823 -1.210
H -0.047 2.804 -0.445
H -1.593 -0.255 1.406
H -0.921 1.789 1.372
H 1.481 2.048 0.052
H 0.400 1.207 -1.060
*
```

Output
**E_HOMO (alpha / beta)**: -7.22 / -7.77 eV
**ΔE to the lowest compared entry with this formula, charge and spin**: 1.350 eV
**E_LUMO (alpha / beta)**: 1.1005 / 0.7186 eV
**⟨S²⟩**: 0.76
**Kohn-Sham gap (alpha / beta)**: 0.306 / 0.312 Eh
**DFT total energy**: -5764.3933 eV

The net atomic charges from Löwdin, expressed in e, are:
1 C -0.139
2 C -0.049
3 C -0.227
4 N -0.098
5 C -0.107
6 H 0.069
7 H 0.068
8 H 0.061
9 H 0.077
10 H 0.106
11 H 0.101
12 H 0.069
13 H 0.068